# 1
ORCA calculation (wB97M-V/def2-TZVPD) on 2 unconnected molecules or ions with the total composition C5H9NO2 in a non-equilibrium geometry.

Summary:
LUMO energy (alpha / beta), eV: -0.3 / 0.5
Kohn-Sham gap (alpha / beta), eV: 8.8286 / 8.3702
Energy relative to the best compared isomer or geometry (same formula, charge and spin), eV: 8.226

Element x y z (Å)
C -0.432 0.063 -0.128
C -0.760 -1.401 -0.281
C -0.533 0.709 1.238
N 2.106 -0.265 0.196
O 0.497 0.617 -1.093
O 3.292 -0.664 0.784
C -0.903 0.958 -1.277
C -1.768 1.560 -1.935
H 3.291 -1.629 0.723
H 2.165 0.753 0.291
H -0.191 -1.999 0.427
H -1.831 -1.546 -0.119
H -0.518 -1.735 -1.288
H -0.054 1.688 1.235
H -1.590 0.850 1.479
H -0.071 0.096 2.009
H -2.702 1.945 -2.262

=====

# 2
ORCA calculation (wB97M-V/def2-TZVPD) on a gas-phase ion, C11H15N2 (charge +1) in a non-equilibrium geometry.

Summary:
LUMO energy (alpha / beta), eV: -4.3 / -4.3
Net charge: +1
Kohn-Sham gap (alpha / beta), eV: 8.0784 / 8.0790
Energy relative to the best compared isomer or geometry (same formula, charge and spin), eV: 3.264

Element x y z (Å)
H -0.839 1.271 2.941
N -1.547 0.760 2.336
C -1.391 0.700 1.104
C -1.671 0.015 -0.081
C -1.949 -1.439 -0.053
C -2.559 0.472 -1.272
C -0.233 0.621 -0.001
C -0.296 2.109 -0.254
C 0.861 2.891 -0.119
C 2.093 2.248 0.201
C 2.185 0.911 0.361
C 1.090 0.019 0.227
N 1.255 -1.282 0.225
C 2.516 -1.920 0.489
H -2.992 -1.536 0.083
H -1.481 -2.067 0.733
H -1.752 -1.862 -1.074
H -3.412 -0.178 -1.386
H -2.086 0.499 -2.285
H -2.984 1.544 -1.124
H -1.089 2.600 -0.536
H 0.731 4.028 -0.201
H 2.979 2.880 0.278
H 3.201 0.436 0.687
H 0.413 -1.806 0.055
H 2.327 -2.975 0.792
H 3.165 -1.497 1.404
H 3.052 -1.867 -0.425

=====

# 3
ORCA calculation (wB97M-V/def2-TZVPD) on 2 unconnected molecules or ions with the total composition C15H20N2O3 in a non-equilibrium geometry.

Summary:
LUMO energy, eV: 0.5
Kohn-Sham gap, eV: 8.1931
Energy relative to the best compared isomer or geometry (same formula, charge and spin), eV: 15.569

Element x y z (Å)
C 6.988 0.448 -0.752
H 7.044 -0.624 -1.067
H 6.636 1.083 -1.685
H 8.037 0.711 -0.791
C 6.230 0.568 0.321
C 4.708 0.252 0.424
C 4.265 -1.063 0.912
C 3.015 -1.305 0.492
C 2.041 -0.415 0.004
C 2.529 0.793 -0.289
C 3.754 1.413 -0.123
H 4.008 2.306 -0.538
H 1.785 1.344 -0.792
N 0.794 -0.787 0.020
C -0.321 -0.259 -0.620
O -0.469 0.858 -0.812
C -1.508 -1.316 -0.347
O -1.514 -2.321 0.175
N -2.518 -0.458 -0.982
H -2.499 0.415 -1.166
C -4.005 -1.095 -0.955
H -4.451 -1.170 -1.724
H -3.909 -1.929 -0.276
C -5.007 -0.106 0.044
C -4.925 1.455 -0.909
H -5.841 1.731 -0.614
C -3.961 1.836 0.286
H -2.972 2.396 -0.207
C -3.879 1.011 1.581
H -4.053 1.450 2.497
O -4.654 0.060 1.197
H -2.793 0.675 1.422
H -4.370 3.005 0.639
H -4.622 1.200 -1.728
H -5.970 -0.679 -0.206
H 0.610 -1.618 0.342
H 2.757 -2.312 0.738
H 5.076 -1.612 1.413
H 6.669 0.244 1.304
H 6.158 1.942 0.785

=====

# 4
ORCA calculation (wB97M-V/def2-TZVPD) on C4H4O in the gas phase in a non-equilibrium geometry.

Summary:
LUMO energy (alpha / beta), eV: 0.4 / 0.4
Kohn-Sham gap (alpha / beta), eV: 7.2752 / 7.2758
Energy relative to the best compared isomer or geometry (same formula, charge and spin), eV: 4.710

Element x y z (Å)
C -2.312 0.153 -0.060
C 0.045 -0.371 0.598
C 0.214 1.052 0.440
C -1.011 0.372 -0.276
O -3.398 -0.146 0.173
H 0.596 -1.094 0.041
H -0.583 -0.860 1.509
H 1.044 1.465 -0.104
H -1.011 0.546 -1.419

=====

# 5
ORCA calculation (wB97M-V/def2-TZVPD) on 2 unconnected molecules or ions with the total composition C8H12NPS2 in a non-equilibrium geometry.

Summary:
LUMO energy (alpha / beta), eV: -0.8 / -1.8
Kohn-Sham gap (alpha / beta), eV: 7.6165 / 5.0901
Energy relative to the best compared isomer or geometry (same formula, charge and spin), eV: 2.726

Element x y z (Å)
C -1.372 3.516 1.078
C -1.669 2.608 2.064
C -0.537 3.269 0.000
C -1.016 1.353 2.027
C 0.144 2.056 -0.041
C -0.151 1.128 1.012
C -1.464 -2.660 -1.198
C 2.840 -2.647 -1.598
N 0.509 -0.037 0.879
P 1.480 -0.407 -0.465
S -0.534 -2.500 -2.683
S 2.366 -2.206 0.075
H -1.828 4.432 1.239
H -2.212 2.824 2.949
H -0.429 3.996 -0.850
H -0.931 0.776 2.927
H 0.673 1.590 -0.846
H -1.333 -1.845 -0.575
H -1.408 -3.700 -0.699
H -2.494 -2.760 -1.269
H 3.457 -3.486 -1.579
H 3.460 -1.776 -1.913
H 1.780 -2.804 -2.126
H 0.669 -0.720 1.592

=====

# 6
ORCA calculation (wB97M-V/def2-TZVPD) on 3 unconnected molecules or ions with the total composition C4H7N3 in a non-equilibrium geometry.

Summary:
LUMO energy, eV: 0.1
Kohn-Sham gap, eV: 10.3524
Energy relative to the best compared isomer or geometry (same formula, charge and spin), eV: 2.888

Element x y z (Å)
N -3.516 -3.220 -4.417
C -2.543 -2.617 -4.350
C -1.413 -1.778 -4.319
N -0.617 -0.953 -4.356
C 0.371 3.533 3.841
C 1.158 3.609 4.904
H 0.706 3.433 2.772
H -0.770 3.652 3.802
H 2.179 3.490 4.924
H 0.787 3.843 5.819
N 0.685 -3.281 -2.265
H 1.004 -4.089 -1.698
H 1.335 -3.026 -3.019
H 0.632 -2.595 -1.637

=====

# 7
ORCA calculation (wB97M-V/def2-TZVPD) on 2 unconnected molecules or ions with the total composition C7H7N in a non-equilibrium geometry.

Summary:
LUMO energy, eV: 0.6
Kohn-Sham gap, eV: 10.2758
Energy relative to the best compared isomer or geometry (same formula, charge and spin), eV: 3.463

Element x y z (Å)
C 1.359 1.399 0.017
C 2.491 0.602 -0.280
C 2.299 -0.765 -0.232
N 1.200 -1.500 0.069
C 0.176 -0.688 0.379
C 0.209 0.682 0.467
H 1.353 2.478 -0.102
H 3.299 1.371 -0.536
H 3.144 -1.285 -0.570
H -0.854 -1.207 0.530
H -0.423 1.148 1.167
C -4.473 0.045 -0.150
C -3.257 0.143 -0.310
H -5.564 -0.328 0.132
H -2.181 -0.191 -0.453

=====

# 8
ORCA calculation (wB97M-V/def2-TZVPD) on a molecular structure, C17H28MnN3O11SSe2 in a non-equilibrium geometry.

Summary:
LUMO energy (alpha / beta), eV: 1.7 / 1.7
<S²>: 8.757
Net charge: -1
Kohn-Sham gap (alpha / beta), eV: 4.9461 / 5.9480
2S+1: 6

Element x y z (Å)
Mn -0.007 0.147 -0.870
O -0.395 0.294 3.439
C -0.373 0.588 2.128
O -0.534 -0.271 1.274
C -0.170 2.059 1.843
O 0.437 2.292 0.598
C 1.850 2.478 0.619
C 2.639 1.157 0.293
O 3.801 1.067 0.658
O 1.971 0.298 -0.338
H -0.632 -0.640 3.558
H 0.377 2.527 2.670
H -1.174 2.502 1.785
H 2.182 2.880 1.580
H 2.061 3.204 -0.173
O -2.326 3.542 -4.975
C -3.060 2.341 -4.872
C -2.453 1.422 -3.785
C -3.422 0.218 -3.628
O -2.832 -0.948 -3.141
C -2.371 2.239 -2.493
Se -2.337 1.200 -0.796
C -1.088 0.936 -4.302
Se 0.473 0.894 -3.050
H -2.288 3.826 -5.892
H -3.057 1.802 -5.827
H -4.105 2.568 -4.605
H -3.817 -0.048 -4.614
H -4.254 0.523 -2.973
H -2.564 -0.795 -2.216
H -3.243 2.886 -2.408
H -1.473 2.857 -2.498
H -0.742 1.584 -5.108
H -1.178 -0.084 -4.678
C 8.500 -2.776 -2.061
C 7.136 -2.184 -2.342
S 5.891 -3.481 -2.000
O 6.164 -4.601 -2.861
O 5.900 -3.758 -0.585
C 4.282 -2.751 -2.431
C 3.237 -3.764 -1.984
N 1.914 -3.201 -1.957
C 1.334 -2.593 -0.888
N 0.143 -2.102 -1.197
C -0.077 -2.404 -2.508
C 1.022 -3.074 -3.013
N 1.240 -3.494 -4.312
O 0.303 -3.372 -5.119
O 2.356 -3.965 -4.620
C 1.947 -2.532 0.462
H 9.290 -2.051 -2.251
H 8.655 -3.644 -2.697
H 8.545 -3.097 -1.024
H 7.014 -1.906 -3.385
H 6.900 -1.349 -1.688
H 4.250 -2.602 -3.506
H 4.193 -1.811 -1.894
H 3.493 -4.111 -0.980
H 3.253 -4.610 -2.675
H -1.002 -2.175 -3.004
H 2.176 -3.526 0.844
H 1.244 -2.047 1.137
H 2.865 -1.945 0.447

=====

# 9
ORCA calculation (wB97M-V/def2-TZVPD) on a molecular structure, C31H33FLuN3O2S2Se in a non-equilibrium geometry.

Summary:
LUMO energy, eV: 0.0
Kohn-Sham gap, eV: 7.0014
Energy relative to the best compared isomer or geometry (same formula, charge and spin), eV: 0.000

Element x y z (Å)
Lu -1.524 0.042 -0.991
C 0.819 3.157 0.330
C 2.181 2.581 0.768
C 2.871 3.490 1.877
C 2.259 1.114 1.107
C 3.584 0.663 1.031
C 3.966 -0.686 1.086
C 2.974 -1.616 1.339
C 1.618 -1.176 1.554
C 0.729 -2.225 2.182
C 0.534 -3.378 1.227
C -0.586 -1.799 2.775
C 1.157 0.132 1.198
N -0.179 0.457 0.934
C -0.824 1.180 1.866
C -0.258 1.639 3.108
C -0.878 2.609 3.906
C -2.095 3.125 3.604
C -2.726 2.618 2.441
C -2.098 1.707 1.682
F -2.872 1.230 0.603
H 0.927 4.183 -0.081
H 0.112 3.300 1.171
H 0.327 2.663 -0.503
H 2.838 2.745 -0.104
H 2.430 3.259 2.792
H 2.569 4.545 1.651
H 3.981 3.340 1.862
H 4.366 1.415 0.922
H 4.986 -1.073 0.907
H 3.148 -2.689 1.521
H 1.437 -2.599 2.966
H 0.298 -3.019 0.227
H -0.286 -3.985 1.541
H 1.466 -3.955 1.134
H -1.349 -1.603 1.983
H -0.570 -0.893 3.389
H -0.970 -2.617 3.377
H 0.697 1.229 3.422
H -0.367 2.757 4.890
H -2.676 3.699 4.316
H -3.707 2.961 2.199
O -2.667 -1.520 -0.033
N -3.957 -1.858 -0.284
C -4.640 -2.444 0.770
C -5.955 -2.810 0.620
C -6.598 -2.521 -0.584
C -5.905 -2.049 -1.691
C -4.522 -1.711 -1.513
S -3.546 -1.034 -2.714
H -4.083 -2.618 1.658
H -6.528 -3.192 1.479
H -7.636 -2.808 -0.590
H -6.357 -1.891 -2.643
C -0.132 -1.185 -4.326
S 0.826 -1.732 -2.901
O 0.135 -1.133 -1.662
C 2.314 -0.739 -3.085
C 3.487 -1.482 -2.976
C 4.707 -0.952 -3.306
C 4.803 0.359 -3.758
C 3.602 1.152 -3.849
C 2.340 0.578 -3.489
H -0.313 -0.110 -4.215
H -1.078 -1.780 -4.357
H 0.500 -1.390 -5.203
H 3.368 -2.455 -2.490
H 5.578 -1.532 -3.180
H 5.787 0.752 -4.002
H 3.642 2.176 -4.238
H 1.423 1.173 -3.571
Se -3.626 2.834 -2.009
C -2.139 2.020 -2.399
N -1.138 1.374 -2.667

=====

# 10
ORCA calculation (wB97M-V/def2-TZVPD) on a molecular structure, C19H22BiF6N4O9S3.

Summary:
LUMO energy, eV: -3.7
Net charge: +1
Kohn-Sham gap, eV: 8.9962

Element x y z (Å)
Bi -0.406 0.056 0.199
O 0.523 1.543 4.626
C 0.429 1.310 3.344
O -0.603 1.276 2.701
C 1.739 1.078 2.663
C 2.968 1.119 3.295
C 4.112 0.980 2.515
C 3.994 0.860 1.140
C 2.719 0.805 0.596
N 1.634 0.871 1.354
C 2.453 0.763 -0.899
O 3.378 0.830 -1.671
O 1.187 0.672 -1.234
H -0.352 1.453 5.047
H 3.016 1.266 4.364
H 5.089 0.990 2.979
H 4.853 0.805 0.488
N -2.095 -1.642 -0.697
C -1.484 -2.951 -0.944
C -0.112 -2.713 -1.552
N 0.706 -1.937 -0.594
H -2.830 -1.678 0.001
H -2.418 -1.201 -1.551
H -2.080 -3.574 -1.612
H -1.382 -3.468 0.010
H -0.205 -2.118 -2.463
H 0.368 -3.659 -1.799
H 1.572 -1.642 -1.030
H 0.905 -2.478 0.245
C -0.285 5.796 2.599
C -0.809 4.858 1.548
C -2.172 4.578 1.467
C -2.676 3.759 0.469
C -1.802 3.213 -0.461
C -0.435 3.466 -0.397
C 0.049 4.282 0.611
S -2.468 2.176 -1.752
C -1.916 3.147 -3.162
O -1.592 0.920 -1.762
H -0.816 5.666 3.542
H -0.436 6.828 2.278
H 0.781 5.651 2.765
H -2.848 5.008 2.196
H -3.737 3.545 0.415
H 0.240 3.053 -1.141
H 1.112 4.489 0.665
H -0.829 3.189 -3.159
H -2.355 4.139 -3.061
H -2.281 2.670 -4.070
F -0.197 -4.470 2.109
C -0.561 -3.901 3.273
F 0.434 -3.994 4.135
F -1.631 -4.513 3.738
S -0.939 -2.122 2.913
O 0.236 -1.744 2.109
O -2.165 -2.132 2.155
N -0.955 -1.370 4.252
S -2.245 -1.039 5.159
O -1.888 0.121 5.933
O -2.760 -2.196 5.808
C -3.708 -0.439 4.136
F -4.432 -1.468 3.719
F -4.433 0.282 4.987
F -3.400 0.339 3.095

=====

# 11
ORCA calculation (wB97M-V/def2-TZVPD) on a molecular structure, C3H10N2OS in a non-equilibrium geometry.

Summary:
LUMO energy, eV: 1.0
Kohn-Sham gap, eV: 9.2601
Energy relative to the best compared isomer or geometry (same formula, charge and spin), eV: 2.855

Element x y z (Å)
C 2.213 1.702 -0.276
C 0.669 -0.460 0.389
C -1.313 -0.664 0.561
N -1.505 -2.041 0.339
N -1.937 0.227 -0.308
O -0.140 2.021 0.859
S 1.054 1.171 1.070
H 2.980 0.948 -0.406
H 2.659 2.647 0.021
H 1.635 1.838 -1.184
H 1.100 -1.242 0.992
H 0.881 -0.565 -0.664
H -1.443 -0.384 1.600
H -2.231 -2.445 0.915
H -1.668 -2.258 -0.636
H -1.762 0.029 -1.286
H -1.680 1.184 -0.076

=====

# 12
ORCA calculation (wB97M-V/def2-TZVPD) on a molecular structure, C37H61BaN6Si2.

Summary:
LUMO energy, eV: 1.8
Net charge: -1
Kohn-Sham gap, eV: 3.7247
Energy relative to the best compared isomer or geometry (same formula, charge and spin), eV: 0.638

Element x y z (Å)
Ba -0.451 -0.078 -0.122
N 0.809 2.558 -0.725
C 0.991 3.363 0.476
C -0.100 3.157 1.512
N -0.107 1.821 2.092
C -1.225 1.602 3.011
C -1.200 0.224 3.652
N -1.131 -0.837 2.673
H 1.555 2.721 -1.389
H -0.097 2.708 -1.180
H 1.048 4.439 0.254
H 1.953 3.100 0.927
H -1.075 3.316 1.043
H 0.023 3.942 2.276
H 0.775 1.632 2.558
H -2.150 1.710 2.439
H -1.241 2.360 3.809
H -2.076 0.172 4.316
H -0.317 0.149 4.301
H -1.911 -0.921 1.994
H -1.012 -1.733 3.121
C 2.423 -1.405 4.117
C 1.467 -2.510 3.753
C 0.791 -3.219 4.740
C -0.126 -4.202 4.397
C -0.379 -4.474 3.062
C 0.270 -3.779 2.043
C -0.098 -4.000 0.611
C 1.202 -2.810 2.417
N 1.817 -2.019 1.402
C 3.017 -2.269 1.089
C 3.859 -3.385 1.649
C 3.656 -1.384 0.042
C 5.088 -1.662 -0.332
N 2.948 -0.463 -0.462
C 3.489 0.371 -1.476
C 4.099 1.575 -1.121
C 4.373 1.889 0.324
C 4.484 2.445 -2.136
C 4.280 2.119 -3.467
C 3.720 0.894 -3.798
C 3.328 -0.004 -2.813
C 2.784 -1.361 -3.157
H 2.285 -1.111 5.157
H 2.264 -0.528 3.486
H 3.470 -1.704 3.996
H 0.973 -2.977 5.781
H -0.661 -4.741 5.169
H -1.125 -5.210 2.788
H -0.676 -4.918 0.509
H 0.773 -4.056 -0.048
H -0.783 -3.193 0.262
H 3.316 -3.955 2.397
H 4.773 -2.989 2.099
H 4.162 -4.063 0.849
H 5.199 -2.691 -0.676
H 5.738 -1.545 0.538
H 5.429 -0.991 -1.116
H 3.584 1.504 0.970
H 4.464 2.963 0.482
H 5.310 1.427 0.652
H 4.943 3.392 -1.874
H 4.562 2.815 -4.247
H 3.572 0.628 -4.838
H 2.576 -1.435 -4.223
H 1.859 -1.579 -2.624
H 3.501 -2.144 -2.892
N -2.270 -1.588 0.118
C -3.274 -2.306 0.585
C -4.189 -1.839 1.608
C -5.166 -2.636 2.173
C -5.358 -3.961 1.778
C -4.532 -4.447 0.757
C -3.549 -3.671 0.178
H -4.094 -0.801 1.925
H -5.806 -2.206 2.940
H -6.133 -4.576 2.219
H -4.670 -5.465 0.398
H -2.949 -4.081 -0.630
C -2.601 1.262 -5.073
Si -1.442 1.601 -3.606
C -0.163 0.196 -3.654
C -0.494 3.159 -4.145
C -2.144 1.685 -1.952
Si -3.252 2.992 -1.383
C -3.924 2.630 0.354
C -2.395 4.693 -1.309
C -4.790 3.319 -2.450
H -2.027 1.091 -5.990
H -3.283 2.098 -5.248
H -3.215 0.376 -4.885
H 0.243 -0.023 -4.645
H -0.599 -0.730 -3.260
H 0.680 0.491 -3.014
H -0.063 3.004 -5.140
H 0.326 3.412 -3.467
H -1.152 4.029 -4.204
H -2.619 0.706 -1.746
H -3.348 3.153 1.125
H -3.872 1.555 0.557
H -4.965 2.941 0.469
H -1.482 4.670 -0.703
H -3.059 5.445 -0.872
H -2.111 5.044 -2.304
H -5.373 2.399 -2.549
H -4.508 3.640 -3.457
H -5.440 4.086 -2.016